(1)
DFT (ωB97M-V/def2-TZVPD) results for a structure of composition C35H35GeNO8OsPS in a non-equilibrium geometry.

Geometry (Å):
Os (0.492, 0.571, 0.276)
Ge (-0.756, -0.699, -1.663)
S (-1.310, -0.094, 1.480)
P (1.917, 1.543, 1.989)
O (-0.476, 1.903, -1.332)
O (2.056, -0.514, -0.873)
O (2.285, 1.601, -0.857)
O (-0.463, 2.530, 1.287)
O (-2.396, 3.746, -2.772)
O (-2.563, 6.140, -1.010)
O (-1.632, 5.272, 1.672)
O (3.703, 0.374, -1.953)
N (2.730, 0.496, -1.269)
C (-1.249, -1.712, 2.193)
C (-1.075, 2.919, -0.917)
C (-1.921, 3.876, -1.681)
C (0.321, -4.434, 0.039)
C (3.760, 3.745, 2.046)
C (-0.857, -5.167, -0.041)
C (-1.581, 4.641, 0.653)
C (1.019, -1.681, -3.727)
C (3.524, 0.666, 2.086)
C (0.379, -0.535, -3.247)
C (-0.320, -3.254, 3.788)
C (-0.978, 3.296, 0.437)
C (1.290, 1.442, 3.700)
C (1.760, -1.634, -4.901)
C (2.348, 3.297, 1.668)
C (-1.441, -4.064, 3.661)
C (-2.827, 0.161, -3.499)
C (-1.988, -4.597, -0.607)
C (-2.361, -2.535, 2.047)
C (-1.946, -3.293, -1.088)
C (0.526, 0.666, -3.947)
C (-4.095, 0.566, -3.899)
C (1.273, 0.708, -5.119)
C (3.379, -0.859, 2.083)
C (-4.881, 0.346, -1.640)
C (-2.117, 5.072, -0.727)
C (-2.570, -0.160, -2.165)
C (1.885, -0.442, -5.599)
C (-0.218, -2.085, 3.052)
C (-3.612, -0.056, -1.241)
C (-2.453, -3.709, 2.780)
C (1.985, 2.371, 4.697)
C (-5.122, 0.660, -2.971)
C (0.367, -3.134, -0.450)
C (-0.766, -2.552, -1.026)
H (3.061, 2.197, 4.733)
H (1.294, -2.578, -0.399)
H (0.466, -3.520, 4.485)
H (0.940, -2.613, -3.179)
H (-1.530, -4.966, 4.253)
H (4.522, 3.172, 1.520)
H (2.247, -2.531, -5.266)
H (1.413, 0.403, 4.010)
H (3.882, 4.791, 1.760)
H (1.381, 1.645, -5.652)
H (1.586, 2.198, 5.696)
H (-2.036, 0.091, -4.234)
H (2.701, -1.193, 1.300)
H (1.596, 3.894, 2.186)
H (-0.891, -6.184, 0.331)
H (4.058, 0.991, 2.982)
H (1.205, -4.875, 0.485)
H (2.998, -1.229, 3.037)
H (3.946, 3.668, 3.117)
H (-4.277, 0.816, -4.936)
H (-3.329, -4.338, 2.676)
H (2.478, -0.403, -6.505)
H (-2.909, -5.166, -0.670)
H (0.221, 1.651, 3.664)
H (-3.156, -2.249, 1.369)
H (-3.433, -0.275, -0.196)
H (1.812, 3.419, 4.449)
H (0.058, 1.568, -3.579)
H (-5.681, 0.422, -0.913)
H (2.197, 3.444, 0.600)
H (-6.106, 0.988, -3.283)
H (4.105, 0.988, 1.219)
H (4.346, -1.328, 1.903)
H (-2.836, -2.851, -1.526)
H (0.649, -1.445, 3.151)

Properties
Spin multiplicity   2
HOMO-LUMO gap (spin up / spin down)   5.0450 / 6.0213 eV
Molar mass   923.55 g/mol
HOMO (spin up / spin down)   -0.2827 / -0.3063 Ha
E   -133834.832 eV
Expectation value of S²   1.234
LUMO (spin up / spin down)   -2.65 / -2.31 eV

Atom charges from the Mulliken analysis, given in e for atoms 1 to 8: 2.823, 1.202, -0.530, 0.962, -0.136, -0.264, -0.536, -0.896

=====

(2)
DFT (ωB97M-V/def2-TZVPD) results for an isolated molecule of C2H7PS3 in a non-equilibrium geometry.

Geometry (Å):
S (0.445, 1.740, 1.517)
S (1.255, 0.638, -1.524)
S (-0.453, -1.750, 0.523)
P (-0.123, 0.668, 0.029)
C (1.284, -1.787, 1.241)
C (-1.670, 1.223, -0.803)
H (2.053, -1.427, 0.436)
H (0.295, 0.473, -2.487)
H (-2.422, 0.468, -0.690)
H (-2.053, 2.124, -0.098)
H (1.603, -2.767, 1.498)
H (-1.702, 1.578, -1.800)
H (1.489, -1.183, 2.159)

Properties
HOMO-LUMO gap   8.4588 eV
SMILES   CS[P@@](C)(=S)S
Molar mass   158.25 g/mol
HOMO   -0.3281 Ha
E   -43982.120 eV
LUMO   -0.47 eV

Atom charges from the Mulliken analysis, given in e for atoms 1 to 8: -0.366, -0.238, -0.163, 0.586, -0.782, -1.000, 0.205, 0.149

=====

(3)
DFT (ωB97M-V/def2-TZVPD) results for a cluster of 2 separate species, C3H5Cl3 in total in a non-equilibrium geometry.

Geometry (Å):
Cl (2.288, -0.323, 1.009)
Cl (-1.277, -0.233, -1.925)
Cl (-0.384, 2.149, -0.481)
C (1.738, -0.373, -0.572)
C (-1.176, -0.036, 0.787)
C (-0.620, 0.468, -0.508)
H (-2.062, 0.607, 1.341)
H (1.395, -1.330, -0.752)
H (-1.790, -0.962, 0.735)
H (-0.409, -0.224, 1.556)
H (2.297, 0.256, -1.192)

Properties
HOMO-LUMO gap (spin up / spin down)   8.2409 / 8.1703 eV
Molar mass   147.43 g/mol
HOMO (spin up / spin down)   -0.3040 / -0.3086 Ha
E   -40756.015 eV
LUMO (spin up / spin down)   -0.03 / -0.23 eV

Atom charges from the Mulliken analysis, given in e for atoms 1 to 8: -0.130, -0.156, -0.142, -0.542, -0.968, 0.399, 0.285, 0.350

=====

(4)
DFT (ωB97M-V/def2-TZVPD) results for a structure of composition C42H42N5O3OsSi.

Geometry (Å):
Os (0.358, 0.535, -0.220)
Si (0.142, 3.404, 1.446)
O (0.273, -1.010, 1.564)
O (2.388, 1.110, 0.494)
O (2.603, 0.326, 2.564)
N (-0.248, 1.663, 1.284)
N (-1.079, -0.240, -0.923)
N (1.818, 0.007, -1.700)
N (5.045, 1.076, 2.885)
N (1.923, 0.757, -2.700)
C (-0.650, 0.987, 2.456)
C (-1.369, 1.608, 3.482)
C (2.550, -2.193, -1.025)
C (-0.703, -5.011, 0.995)
C (2.864, -0.961, -1.569)
C (0.919, -3.310, 1.516)
C (5.149, -1.624, -1.815)
C (-0.382, -0.369, 2.630)
C (-2.377, -2.365, -4.829)
C (-1.734, 0.929, 4.632)
C (-0.977, -2.754, -2.465)
C (-0.717, -1.059, 3.779)
C (1.156, 3.614, 3.014)
C (0.080, 1.875, -1.684)
C (0.881, 2.531, -3.924)
C (4.841, -2.870, -1.279)
C (-5.760, -1.058, -0.542)
C (-1.395, -0.405, 4.795)
C (-0.144, 3.445, -4.026)
C (-1.392, 4.482, 1.524)
C (4.163, -0.663, -1.965)
C (-1.444, -3.389, -4.734)
C (3.540, -3.154, -0.889)
C (-1.695, -4.041, 0.911)
C (-4.799, 0.756, 0.707)
C (4.495, 1.398, 1.577)
C (-2.101, -0.787, -1.417)
C (-1.078, 3.542, -2.991)
C (-0.976, 2.770, -1.843)
C (-0.075, -2.360, 1.394)
C (-4.533, -1.297, -1.146)
C (1.244, 4.097, 0.099)
C (-3.574, 0.525, 0.107)
C (-1.387, -2.706, 1.117)
C (-2.616, -1.537, -3.743)
C (0.960, 1.746, -2.770)
C (0.599, -4.646, 1.304)
C (-5.896, -0.033, 0.381)
C (-1.910, -1.727, -2.558)
C (-0.747, -3.585, -3.550)
C (3.056, 0.923, 1.502)
C (-3.435, -0.500, -0.831)
H (1.531, -2.397, -0.730)
H (3.365, 0.352, 3.205)
H (-2.161, 4.152, 0.823)
H (-1.263, -4.036, -5.582)
H (-0.949, -6.052, 0.833)
H (1.287, 4.684, 3.201)
H (-0.025, -4.388, -3.470)
H (-0.450, -2.911, -1.532)
H (-2.918, -2.208, -5.752)
H (3.291, -4.125, -0.482)
H (5.615, -3.618, -1.172)
H (-1.658, 2.643, 3.368)
H (-1.117, 5.504, 1.249)
H (-0.466, -2.108, 3.871)
H (-1.724, 2.870, -1.067)
H (6.162, -1.403, -2.122)
H (0.723, 3.168, 3.908)
H (-3.337, -0.733, -3.819)
H (-0.244, 4.063, -4.907)
H (-4.899, 1.550, 1.435)
H (1.368, -5.402, 1.396)
H (-6.610, -1.680, -0.792)
H (4.490, 2.469, 1.368)
H (-2.154, -1.942, 1.080)
H (-2.290, 1.448, 5.401)
H (0.702, 4.431, -0.783)
H (-1.905, 4.235, -3.090)
H (-1.668, -0.940, 5.694)
H (1.605, 2.388, -4.715)
H (5.030, 0.917, 0.757)
H (-1.844, 4.527, 2.516)
H (-4.429, -2.108, -1.854)
H (1.924, -2.998, 1.770)
H (-2.715, -4.324, 0.687)
H (5.317, 1.895, 3.409)
H (-2.716, 1.131, 0.374)
H (2.155, 3.190, 2.880)
H (1.722, 4.978, 0.542)
H (-6.853, 0.149, 0.851)
H (4.384, 0.308, -2.386)
H (2.032, 3.417, -0.221)
H (5.838, 0.452, 2.834)

Properties
HOMO-LUMO gap   6.6460 eV
Charge   +1
Molar mass   883.15 g/mol
HOMO   -0.3705 Ha
E   -68170.304 eV
LUMO   -3.44 eV

Atom charges from the Mulliken analysis, given in e for atoms 1 to 8: 1.479, 0.793, 0.687, -0.879, -0.470, 0.608, -0.001, 1.165

=====

(5)
DFT (ωB97M-V/def2-TZVPD) results for a cluster of 2 separate species, C7H16O in total in a non-equilibrium geometry.

Geometry (Å):
O (-3.401, -4.683, -3.325)
C (0.463, -0.170, -0.514)
C (-0.025, 1.764, 1.038)
C (-0.735, 4.067, 1.716)
C (2.001, -2.257, -0.334)
C (1.869, -0.728, -0.194)
C (-0.273, 0.311, 0.748)
C (-0.945, 2.601, 1.507)
H (-1.944, 2.213, 1.664)
H (1.015, -2.731, -0.298)
H (0.971, 2.140, 0.822)
H (-0.799, 4.394, 2.754)
H (2.109, -0.483, 0.838)
H (-3.150, -5.535, -3.694)
H (-1.339, 0.106, 0.637)
H (-1.470, 4.649, 1.163)
H (2.451, -2.541, -1.278)
H (2.654, -0.275, -0.796)
H (-0.128, -0.904, -1.042)
H (-2.809, -4.076, -3.779)
H (0.615, 0.720, -1.124)
H (0.004, -0.318, 1.611)
H (2.604, -2.638, 0.495)
H (0.262, 4.374, 1.386)

Properties
HOMO-LUMO gap   9.9449 eV
SMILES   C/C=C/CCCC.O
Molar mass   116.20 g/mol
HOMO   -0.3353 Ha
E   -9565.178 eV
LUMO   0.82 eV

Atom charges from the Mulliken analysis, given in e for atoms 1 to 8: -0.637, -0.848, -0.252, -1.176, -1.129, -0.493, -0.661, -0.044

=====

(6)
DFT (ωB97M-V/def2-TZVPD) results for an isolated molecule of C6H10ClN in a non-equilibrium geometry.

Geometry (Å):
Cl (0.868, 0.847, -2.198)
N (1.886, -0.819, 0.786)
C (0.390, -0.931, 0.828)
C (-0.455, -1.844, -0.077)
C (0.315, 2.657, -0.319)
C (-0.441, 0.269, 0.307)
C (0.146, 1.376, -0.599)
C (-1.516, -0.778, -0.305)
H (-1.809, -0.608, -1.342)
H (0.181, -1.182, 1.904)
H (0.028, -2.111, -1.088)
H (-0.949, -2.680, 0.541)
H (-0.933, 0.825, 1.061)
H (2.140, -0.919, -0.248)
H (2.046, 0.339, 0.944)
H (-0.103, 3.127, 0.583)
H (-2.418, -0.772, 0.416)
H (0.625, 3.205, -1.193)

Properties
HOMO-LUMO gap   10.2210 eV
SMILES   C=C(Cl)[C@H]1CC[C@H]1N
Molar mass   131.61 g/mol
HOMO   -0.3452 Ha
E   -20394.172 eV
LUMO   0.83 eV

Atom charges from the Mulliken analysis, given in e for atoms 1 to 8: -0.224, -0.688, -0.329, -0.413, -0.766, -0.127, 0.226, -0.591

=====

Question: What is the molar mass in the second record?
Answer: 158.25 g/mol